C40H55Br6FO24 | ωB97M-V/def2-TZVPD

The geometry in XYZ format:
```
126
Properties=species:S:1:pos:R:3
C -3.522 7.277 1.935
C -2.962 6.527 3.112
C -3.898 5.458 3.734
O -3.281 4.237 3.387
C -2.099 4.414 2.819
O -1.428 3.537 2.385
O -1.870 5.749 2.639
H -2.837 8.012 1.506
H -4.456 7.807 2.141
H -3.754 6.647 1.070
H -2.676 7.182 3.935
H -4.925 5.533 3.380
H -3.963 5.599 4.813
C -3.159 0.521 -3.146
C -3.644 0.497 -4.556
C -3.851 -0.915 -5.158
O -5.072 -0.746 -5.905
C -5.662 0.418 -5.597
O -6.788 0.682 -5.912
O -4.895 1.143 -4.792
H -2.950 1.485 -2.698
H -2.236 -0.069 -3.177
H -3.820 -0.091 -2.527
H -2.957 0.906 -5.304
H -4.049 -1.756 -4.486
H -3.013 -1.219 -5.780
C -4.407 -4.850 -0.858
C -3.999 -3.685 0.061
C -4.446 -3.834 1.508
O -3.293 -3.516 2.288
C -2.221 -3.556 1.468
O -1.103 -3.454 1.869
O -2.561 -3.751 0.183
H -4.169 -5.771 -0.332
H -3.745 -4.773 -1.721
H -5.432 -4.707 -1.191
H -4.217 -2.708 -0.375
H -4.656 -4.885 1.734
H -5.267 -3.175 1.785
C -2.857 0.608 3.612
C -1.954 -0.255 4.498
C -0.463 -0.136 4.214
O 0.129 0.208 5.432
C -0.827 0.312 6.401
O -0.593 0.566 7.533
O -2.055 0.080 5.885
H -2.880 1.575 4.111
H -3.829 0.141 3.459
H -2.475 0.683 2.595
H -2.226 -1.300 4.333
H -0.314 0.611 3.419
H -0.010 -1.011 3.740
C 6.110 -4.498 -2.792
C 6.101 -3.161 -2.052
C 6.846 -2.012 -2.720
O 5.890 -0.933 -2.667
C 4.675 -1.421 -2.374
O 3.658 -0.801 -2.406
O 4.753 -2.697 -1.947
H 7.161 -4.703 -3.010
H 5.515 -4.484 -3.703
H 5.733 -5.309 -2.170
H 6.488 -3.268 -1.035
H 7.073 -2.191 -3.772
H 7.734 -1.726 -2.164
C 2.717 -3.869 0.651
C 3.334 -2.596 1.255
C 2.460 -1.378 0.960
O 2.399 -0.757 2.254
C 2.851 -1.584 3.216
O 2.877 -1.315 4.371
O 3.303 -2.724 2.675
H 1.694 -4.002 1.003
H 3.282 -4.742 0.977
H 2.761 -3.706 -0.427
H 4.344 -2.491 0.855
H 1.490 -1.735 0.625
H 3.051 -0.713 0.336
C 1.134 -4.622 -2.452
C 0.324 -4.344 -3.704
C -1.196 -4.159 -3.462
O -1.493 -3.031 -4.279
C -0.361 -2.495 -4.797
O -0.348 -1.556 -5.523
O 0.724 -3.109 -4.296
H 0.807 -5.563 -2.004
H 1.182 -3.829 -1.709
H 2.180 -4.829 -2.696
H 0.394 -5.121 -4.468
H -1.393 -3.872 -2.427
H -1.698 -5.074 -3.766
C 2.607 2.257 3.922
C 2.169 3.175 2.793
C 1.711 4.579 3.184
O 2.401 5.410 2.248
C 3.387 4.710 1.638
O 4.210 5.194 0.917
O 3.313 3.422 1.969
H 1.828 2.152 4.673
H 3.538 2.645 4.342
H 2.926 1.314 3.479
H 1.354 2.684 2.250
H 2.087 4.833 4.178
H 0.632 4.632 3.114
F -2.679 -0.741 0.139
C -1.438 -0.388 -0.305
C -0.836 -1.197 -1.223
C 0.442 -0.858 -1.665
C 0.963 0.386 -1.320
C 0.321 1.215 -0.415
C -0.883 0.796 0.131
H -1.316 -2.104 -1.564
H 0.960 -1.548 -2.317
H 1.933 0.693 -1.672
H 0.759 2.127 -0.039
H -1.322 1.368 0.938
C -1.050 5.365 -0.669
Br -2.266 3.843 -0.762
Br -1.650 6.785 -1.869
Br 0.811 4.888 -1.080
H -1.013 5.670 0.369
C 4.974 3.885 -1.807
Br 6.804 4.206 -1.268
Br 4.403 2.099 -1.214
Br 4.622 4.082 -3.679
H 4.380 4.591 -1.241
```

Summary:
strongest force on any atom: 0.03968 Eh/bohr
Kohn-Sham gap: 9.3 eV
E_LUMO: -0.14 eV
E_tot: -514486.0632 eV
spin multiplicity: 1

=====

C18H23NO4 | ωB97M-V/def2-TZVPD

The geometry in XYZ format:
```
46
Properties=species:S:1:pos:R:3
C 3.974 -0.566 2.411
C 3.700 -1.846 1.485
C 3.941 -1.592 -0.087
C 4.090 -0.058 -0.517
C 2.717 0.792 -0.372
C 2.707 2.290 -0.827
C 1.461 3.218 -0.722
C 0.180 2.592 -0.128
C 0.189 1.107 0.332
C 1.422 0.190 0.225
C -1.276 0.879 0.912
O -1.550 -0.136 1.589
N -2.050 2.053 0.535
C -3.372 1.849 -0.146
C -4.356 1.045 0.832
C -4.820 -0.404 0.339
C -3.834 -1.151 -0.657
O -4.004 -0.935 -1.900
O -2.821 -2.074 -0.303
C -1.626 -1.884 -1.103
C -1.428 -2.945 -2.289
C -1.262 3.228 0.164
O -1.650 4.417 0.128
H 5.039 -0.140 2.269
H 3.926 -0.927 3.505
H 3.206 0.271 2.291
H 2.616 -2.219 1.642
H 4.357 -2.707 1.890
H 4.933 -2.112 -0.353
H 3.138 -2.129 -0.718
H 4.958 0.455 0.049
H 4.372 0.048 -1.634
H 3.688 2.726 -1.239
H 1.480 4.311 -1.029
H 1.345 -0.885 0.579
H -3.294 1.445 -1.209
H -3.818 2.912 -0.251
H -3.881 1.062 1.884
H -5.319 1.675 0.947
H -4.948 -1.064 1.280
H -5.872 -0.329 -0.126
H -0.731 -2.020 -0.384
H -1.507 -0.810 -1.513
H -2.392 -3.471 -2.614
H -0.965 -2.403 -3.198
H -0.664 -3.753 -1.972
```

Summary:
strongest force on any atom: 0.09167 Eh/bohr
Kohn-Sham gap: 8.3 eV
SMILES: CCCCc1ccc2c(c1)C(=O)N(CCCC(=O)OCC)C2=O
E_LUMO: -0.84 eV
E_tot: -28713.0696 eV
spin multiplicity: 1

=====

C4H6CdO3 | ωB97M-V/def2-TZVPD

The geometry in XYZ format:
```
14
Properties=species:S:1:pos:R:3
H -3.729 1.012 -1.242
O -3.410 0.111 -1.247
C -0.115 -0.757 0.601
O 0.656 -0.469 -0.534
O -0.260 -1.946 0.856
Cd -1.858 -0.555 -0.532
C 1.795 0.384 -0.633
C 1.898 1.491 0.368
C 2.796 1.519 1.353
H 1.725 0.803 -1.647
H 2.661 -0.288 -0.571
H 1.154 2.289 0.281
H 2.858 2.366 2.039
H 3.420 0.650 1.577
```

Summary:
strongest force on any atom: 0.07822 Eh/bohr
Kohn-Sham gap (spin up / spin down): 8.5 / 8.5 eV
E_LUMO (spin up / spin down): -0.12 / -0.12 eV
E_tot: -14947.7884 eV
spin multiplicity: 1

=====

Which of these has the lowest E_tot? C40H55Br6FO24